[1]
This record from OMol25 describes 2 unconnected molecules or ions with the total composition C4H12S2 in a non-equilibrium geometry. The level of theory is ωB97M-V/def2-TZVPD.

Each line ends with the Löwdin charge.
Element x y z (Å)
H1 -1.293 -0.604 -0.512  0.03
H2 -2.006 0.898 0.028  0.06
H3 2.587 -2.699 1.631  0.07
S1 -0.833 1.050 -2.064  0.67
H4 1.008 -2.233 1.994  0.05
C1 2.366 -0.576 2.099  -0.62
C2 2.042 -2.040 2.305  -0.17
H5 2.001 -2.410 3.328  0.07
H6 -4.041 0.560 -1.214  0.07
H7 -3.221 -0.262 -2.407  0.05
C3 -1.928 0.224 -0.820  -0.61
H8 -3.604 -1.251 -1.150  0.07
H9 0.875 0.011 -0.197  -0.21
C4 -3.294 -0.222 -1.308  -0.17
H10 2.433 0.027 3.004  0.06
H11 3.390 -0.460 1.732  0.06
S2 1.264 0.392 1.032  0.67
H12 -0.959 2.269 -1.523  -0.15

Forces on the atoms, in the same order (eV/Å):
H -0.36 -0.21 0.24
H 0.12 -0.06 0.07
H 0.48 0.04 0.34
S -0.54 0.16 0.36
H -0.07 0.29 -0.04
C 1.31 -0.50 -0.83
C -1.55 -0.59 -0.41
H 0.77 0.18 0.10
H -0.35 -0.29 0.71
H 0.12 0.06 0.01
C 0.51 -0.30 0.24
H -0.15 0.16 1.10
H 0.94 -1.18 0.04
C 0.46 0.37 -2.52
H -0.76 -0.03 0.09
H -0.08 -0.23 -0.26
S -0.96 2.06 0.96
H 0.12 0.07 -0.21

Computed properties:
Energy above the lowest of the compared OMol25 structures with the same formula, charge and spin (kcal per mole): 30.3
Energy (eV): -26011.806
Charge: 0
Lowest unoccupied orbital energy (eV): 0.911
SMILES string: CCS.CCS
Orbital gap (eV): 9.726



[2]
This record from OMol25 describes a molecular structure, C27H37BCrN5O. The level of theory is ωB97M-V/def2-TZVPD.

Each line ends with the Löwdin charge.
Element x y z (Å)
H1 0.713 0.320 -3.955  0.07
H2 3.060 -0.476 1.657  0.09
N1 1.980 -0.370 -0.916  -0.06
H3 -0.474 -0.821 5.850  0.09
H4 1.526 -3.341 1.941  0.09
C1 -3.172 4.342 -2.633  -0.12
C2 -2.936 2.917 -0.681  -0.15
H5 2.544 -2.651 0.678  0.07
N2 3.285 -2.318 2.599  -0.25
N3 -0.648 -1.848 -0.974  0.00
C3 1.065 -0.789 4.349  -0.09
H6 1.214 -2.219 -3.626  0.06
H7 -2.652 -4.437 -1.223  0.08
C4 -3.470 2.514 0.674  -0.37
H8 -0.343 0.077 -2.561  0.04
H9 -1.551 2.208 1.656  0.06
Cr1 0.198 0.045 -0.002  0.73
H10 2.261 -3.085 4.314  0.08
H11 -4.471 4.371 -0.930  0.10
C5 3.036 0.445 -0.805  -0.18
C6 -1.802 -2.447 -0.695  -0.15
B1 1.417 -2.461 -2.454  -0.42
C7 -0.930 -0.514 2.512  -0.16
H12 -4.782 0.958 -0.064  0.08
N4 0.059 -2.707 -1.730  -0.07
H13 2.083 -3.466 -2.327  0.07
C8 0.385 -0.516 2.018  -0.15
C9 -1.790 2.306 -1.241  -0.28
C10 -3.595 3.917 -1.384  -0.07
H14 -3.182 0.389 0.399  0.04
H15 -3.700 5.122 -3.165  0.08
H16 1.263 3.634 -2.363  0.08
H17 -1.043 0.461 -4.121  0.09
H18 -4.372 0.798 1.652  0.07
H19 1.086 2.199 -1.358  0.04
O1 -1.133 1.365 -0.596  -0.23
H20 -2.529 -1.948 -0.077  0.10
H21 -1.692 4.054 -4.155  0.10
H22 -1.755 -0.379 1.817  0.06
H23 -2.887 2.512 2.768  0.07
H24 3.476 -0.425 3.374  0.11
H25 3.085 -4.096 1.533  0.08
C11 -2.466 2.781 1.796  -0.06
C12 -0.197 0.671 -3.463  -0.05
H26 1.867 -0.890 5.073  0.10
C13 2.567 -3.141 1.643  -0.09
H27 3.748 -3.922 3.833  0.08
C14 -2.050 3.739 -3.180  -0.07
C15 -0.110 2.169 -3.172  -0.36
H28 -2.203 3.840 1.819  0.08
H29 -0.230 -4.634 -2.506  0.11
H30 3.904 -1.643 -3.131  0.12
H31 -4.338 3.158 0.861  0.12
H32 -0.034 2.665 -4.147  0.12
C16 3.497 -1.015 -2.359  -0.10
H33 -2.301 -0.624 4.165  0.09
H34 3.019 1.246 -0.084  0.11
C17 -1.261 -0.641 3.855  -0.11
C18 4.036 0.076 -1.697  -0.06
C19 -0.644 -3.832 -1.920  -0.11
N5 2.273 -1.264 -1.881  -0.06
C20 1.149 2.548 -2.390  -0.06
C21 -0.248 -0.755 4.792  -0.11
C22 -1.353 2.737 -2.517  -0.14
C23 -1.858 -3.714 -1.275  -0.07
C24 2.842 -0.919 2.631  -0.17
C25 1.386 -0.711 2.993  -0.25
H35 3.845 -2.336 4.612  0.08
C26 3.274 -2.940 3.903  -0.14
H36 5.002 0.524 -1.835  0.09
H37 2.042 2.114 -2.845  0.07
C27 -3.983 1.076 0.670  -0.06

Forces on the atoms, in the same order (eV/Å):
H 0.01 -0.01 0.00
H -0.06 -0.09 0.02
N 0.53 0.03 -0.15
H 0.00 0.00 0.02
H 0.00 0.01 -0.01
C 0.02 -0.04 0.03
C -0.09 0.10 -0.02
H 0.00 0.13 -0.26
N 0.05 -0.01 0.03
N 0.05 0.04 -0.17
C -0.03 -0.02 0.01
H -0.02 0.01 0.03
H -0.03 -0.02 0.00
C -0.03 0.08 0.07
H -0.01 0.06 -0.12
H -0.03 0.00 0.00
Cr -0.49 -0.13 0.28
H 0.04 -0.02 -0.02
H -0.01 0.01 0.01
C 0.08 -0.21 0.08
C -0.02 0.02 0.07
B -0.01 0.11 -0.03
C -0.02 0.07 0.00
H -0.02 0.00 0.00
N 0.11 -0.04 0.09
H -0.01 -0.01 -0.02
C 0.13 0.06 0.11
C 0.18 -0.05 0.00
C -0.01 -0.02 -0.03
H 0.00 -0.01 0.00
H -0.01 0.02 -0.01
H 0.00 0.03 -0.01
H -0.02 0.00 -0.02
H 0.00 -0.03 0.04
H 0.00 0.08 -0.10
O -0.04 -0.07 0.03
H -0.05 0.05 0.03
H 0.01 0.01 -0.03
H -0.07 0.01 -0.06
H -0.02 -0.01 0.03
H 0.01 0.07 -0.04
H -0.01 0.00 0.02
C 0.05 -0.04 0.02
C -0.01 -0.03 0.06
H -0.02 0.05 0.02
C -0.08 -0.03 0.08
H 0.02 -0.01 0.00
C -0.01 -0.03 0.02
C -0.02 0.06 -0.08
H 0.01 0.02 0.01
H 0.02 -0.04 -0.03
H 0.02 -0.03 -0.05
H 0.02 -0.01 0.00
H 0.01 0.00 0.03
C 0.00 0.03 0.07
H -0.01 0.00 0.00
H -0.01 0.01 0.00
C 0.00 0.01 -0.01
C -0.14 -0.07 0.03
C 0.01 -0.04 0.01
N -0.02 -0.08 0.06
C -0.05 0.02 0.03
C -0.01 0.00 0.00
C -0.01 0.08 -0.15
C 0.01 0.01 0.01
C 0.03 0.11 -0.05
C -0.06 -0.02 -0.02
H 0.00 0.01 0.00
C 0.05 -0.14 0.04
H 0.05 0.03 -0.02
H 0.00 -0.01 0.00
C 0.02 -0.10 -0.02

Computed properties:
Energy above the lowest of the compared OMol25 structures with the same formula, charge and spin (kcal per mole): 0.3
Energy (eV): -67198.334
Charge: -1
Spin multiplicity: 5
Lowest unoccupied orbital energy (alpha / beta) (eV): 2.927 / 2.907
Orbital gap (alpha / beta) (eV): 7.085 / 7.697



[3]
This record from OMol25 describes a molecular structure, C34H26ClF3N4O2P2RhSe2. The level of theory is ωB97M-V/def2-TZVPD.

Each line ends with the Löwdin charge.
Element x y z (Å)
C1 2.157 -2.107 1.900  -0.08
H1 -5.517 -1.825 -3.150  0.11
H2 -0.758 0.122 1.924  0.10
C2 -1.688 -1.307 -3.362  -0.11
C3 2.556 3.689 1.979  -0.45
C4 -1.978 7.054 0.146  -0.07
C5 -2.484 8.455 0.423  -0.59
H3 -1.878 -1.900 -5.407  0.12
H4 -2.934 -2.958 -0.145  0.10
Se1 -0.130 -3.929 -1.634  0.38
H5 6.573 -4.467 -2.335  0.11
C6 -1.333 -0.799 1.944  -0.09
H6 -0.932 4.262 1.720  0.11
C7 -2.399 -1.716 -4.478  -0.05
C8 -2.799 -3.164 1.987  -0.06
H7 -1.133 4.950 -2.342  0.13
H8 -4.278 -1.075 -1.159  0.11
C9 3.492 -3.082 -2.453  -0.09
H9 1.268 -3.132 4.998  0.11
C10 2.121 -2.166 3.282  -0.07
H10 3.601 -4.260 0.730  0.11
H11 -0.154 -4.647 3.666  0.11
C11 3.078 -3.354 -1.150  -0.36
C12 -3.748 -1.263 -2.086  -0.10
H12 -1.137 -1.054 4.058  0.12
H13 2.750 -1.508 3.868  0.11
F1 -1.464 9.261 0.740  0.17
C13 -3.771 -1.906 -4.398  -0.05
Se2 -2.207 1.665 -0.511  0.55
C14 5.591 -4.156 -2.002  -0.07
H14 5.833 -4.971 -0.035  0.11
N1 0.756 0.985 -1.082  -0.21
H15 2.816 -1.403 1.402  0.11
N2 -0.988 4.533 -0.321  -0.12
H16 -2.462 -3.139 4.101  0.12
H17 2.585 2.854 2.672  0.09
H18 3.544 3.923 1.596  0.10
P1 -1.508 -0.449 -0.748  0.77
C15 1.328 -1.113 -0.977  -0.40
H19 5.070 -3.260 -3.884  0.11
H20 -0.105 -4.529 1.184  0.07
C16 -1.795 6.611 -1.153  0.05
H21 2.830 -2.564 -3.136  0.11
C17 4.747 -3.477 -2.875  -0.07
C18 -1.853 -1.334 0.763  -0.36
F2 -3.342 8.456 1.448  0.16
H22 -0.615 -1.182 -3.412  0.10
H23 -4.319 -2.234 -5.271  0.11
H24 -3.361 -4.087 2.007  0.12
C19 0.491 -3.933 3.170  -0.09
C20 1.353 -2.966 1.148  -0.36
C21 1.624 3.397 0.843  -0.68
C22 1.288 -3.082 3.917  -0.08
H25 -1.812 6.534 2.228  0.14
H26 -2.034 7.237 -2.000  0.14
C23 -1.670 6.219 1.205  0.05
O1 0.591 2.631 1.065  -0.15
Rh1 -0.119 2.727 -0.735  0.91
C24 0.518 -3.875 1.782  -0.10
C25 0.238 -0.262 -0.965  -0.42
C26 -1.177 4.959 0.932  -0.09
Cl1 1.943 5.114 2.860  0.63
C27 -2.367 -1.090 -2.167  -0.41
C28 -4.447 -1.680 -3.206  -0.06
F3 -3.105 8.970 -0.641  0.16
C29 -2.575 -2.523 0.778  -0.09
C30 -1.296 5.339 -1.345  -0.07
C31 5.178 -4.438 -0.711  -0.07
O2 1.750 3.874 -0.299  0.00
N3 2.435 -0.347 -1.097  0.05
P2 1.411 -2.894 -0.659  0.53
C32 -1.547 -1.456 3.141  -0.07
N4 2.070 0.909 -1.162  0.00
C33 -2.288 -2.631 3.161  -0.07
C34 3.920 -4.037 -0.280  -0.07

Forces on the atoms, in the same order (eV/Å):
C -0.02 0.01 -0.03
H 0.00 0.00 0.00
H -0.02 -0.01 -0.01
C -0.01 0.00 0.01
C 0.01 0.00 0.07
C -0.02 0.10 0.03
C 0.01 -0.06 -0.01
H 0.00 0.00 0.00
H 0.00 0.00 0.01
Se -0.09 -0.01 0.00
H 0.00 0.00 0.00
C 0.02 -0.02 0.06
H 0.00 0.03 0.01
C 0.01 0.00 0.00
C -0.04 0.04 0.04
H 0.02 0.00 0.00
H 0.01 0.00 0.00
C -0.05 0.01 0.00
H 0.00 0.00 0.01
C -0.02 -0.02 0.03
H 0.01 0.00 -0.01
H 0.01 -0.01 -0.01
C 0.05 0.00 -0.01
C -0.01 0.00 -0.01
H 0.00 0.00 -0.01
H 0.00 0.00 0.00
F 0.02 0.00 0.00
C -0.01 -0.01 0.00
Se -0.07 -0.20 -0.11
C -0.01 0.01 -0.02
H 0.00 0.00 0.01
N 0.23 -0.23 -0.16
H 0.00 0.00 0.00
N -0.23 0.32 -0.14
H 0.00 0.00 0.00
H 0.02 -0.01 -0.02
H -0.01 -0.02 -0.03
P -0.02 0.09 0.05
C 0.19 -0.07 0.13
H 0.00 0.00 0.00
H 0.01 -0.01 0.00
C 0.00 -0.01 -0.05
H 0.00 0.00 0.00
C 0.03 -0.02 0.01
C 0.01 -0.06 0.01
F -0.01 0.00 0.02
H 0.01 0.00 0.00
H 0.00 0.00 0.00
H -0.01 0.00 0.00
C 0.16 -0.09 -0.04
C -0.01 0.00 0.11
C -0.04 0.10 -0.36
C 0.08 -0.03 -0.01
H 0.00 -0.01 0.00
H 0.00 -0.01 0.00
C 0.00 -0.01 0.02
O 0.37 0.26 0.12
Rh 0.04 0.28 0.32
C 0.10 -0.03 0.01
C -0.15 -0.03 -0.10
C -0.12 0.02 0.05
Cl -0.05 -0.05 -0.06
C -0.03 -0.04 -0.07
C 0.02 0.00 0.01
F -0.01 0.01 -0.03
C 0.02 0.00 -0.03
C 0.01 0.07 0.07
C -0.01 0.00 0.01
O -0.11 -0.46 0.25
N -0.09 0.03 -0.06
P -0.01 0.03 -0.11
C -0.10 0.10 -0.04
N 0.06 -0.05 0.09
C -0.15 0.07 -0.04
C 0.00 0.00 0.02

Computed properties:
Energy (eV): -218685.090
Charge: +1
Lowest unoccupied orbital energy (alpha / beta) (eV): -4.640 / -4.640
Orbital gap (alpha / beta) (eV): 5.681 / 5.681